# 1
Below is a cluster of 10 separate species, C37H61NO27 in total, with properties calculated with ωB97M-V/def2-TZVPD.

Results
E = -96125.602 eV
Spin multiplicity = 1
Charge = 0
HOMO = -9.615 eV
ΔE to the lowest compared entry with this formula, charge and spin = 1.063 eV
SMILES = C[C@H]1COC(=O)O1.C[C@H]1COC(=O)O1.C[C@H]1COC(=O)O1.C[C@H]1COC(=O)O1.C[C@H]1COC(=O)O1.C[C@H]1COC(=O)O1.COC(=O)OC.COC(=O)OC.COC(=O)OC.CCCC#N

Geometry (Å):
C 2.139885 -1.740433 2.561317
C 2.803530 -3.062215 2.887426
C 4.203367 -3.233872 2.282231
O 5.011694 -3.580600 3.433139
C 4.318143 -3.416148 4.534021
O 4.858085 -3.518288 5.637691
O 3.031589 -3.230834 4.329171
H 1.987151 -1.611204 1.498729
H 2.789908 -0.997598 2.970017
H 1.168420 -1.774700 2.968394
H 2.099361 -3.799183 2.728919
H 4.533017 -2.283710 1.869225
H 4.259595 -4.066214 1.546324
C -3.836111 1.519718 -0.338151
C -4.878115 1.522583 0.766161
C -6.092758 0.559182 0.578101
O -6.261278 0.052114 1.824217
C -5.194895 0.297969 2.603332
O -5.045910 0.026244 3.794332
O -4.274413 1.012502 1.952074
H -3.237784 0.659092 -0.303181
H -3.169956 2.336319 -0.124005
H -4.231647 1.716393 -1.296756
H -5.302652 2.540666 0.882050
H -5.693985 -0.177302 -0.071271
H -6.946733 0.988535 0.054058
C -1.091140 -5.049280 -0.414517
C -0.067687 -4.816834 0.638827
C 0.902542 -6.003000 0.681661
O 1.987331 -5.452913 -0.125728
C 1.895228 -4.159032 -0.256869
O 2.743917 -3.488834 -0.827510
O 0.746224 -3.739001 0.245778
H -1.630721 -5.985351 -0.248317
H -0.733758 -5.103241 -1.396068
H -1.757755 -4.210660 -0.376813
H -0.502052 -4.498462 1.595000
H 0.546634 -6.908573 0.263909
H 1.295871 -6.308513 1.611800
C 2.719865 2.780812 4.727633
C 3.133864 2.464171 3.336498
C 4.311180 3.277591 2.811454
O 5.173690 2.285721 2.217472
C 4.736380 1.136388 2.567916
O 5.319587 0.089534 2.333651
O 3.653066 1.152823 3.291526
H 3.524494 2.628358 5.504882
H 1.818271 2.248526 5.082738
H 2.337198 3.808376 4.798510
H 2.297442 2.479280 2.657282
H 4.943183 3.905214 3.470849
H 4.030855 3.953252 1.962336
C -0.026175 3.834072 -4.744834
C -1.202117 3.581468 -3.764802
C -2.453015 4.366019 -3.907217
O -3.377755 3.395335 -3.446419
C -2.912967 2.200452 -3.609628
O -3.529596 1.149886 -3.518311
O -1.673544 2.199709 -3.875999
H -0.367993 3.680489 -5.747243
H 0.793595 3.024144 -4.615766
H 0.458694 4.840285 -4.731184
H -0.878852 3.586681 -2.696688
H -2.723765 4.581771 -5.001619
H -2.564606 5.330235 -3.471383
C 4.266030 1.203765 -2.261130
C 4.531048 0.703343 -0.835702
C 4.221930 -0.832459 -0.600137
O 5.520102 -1.391337 -0.676665
C 6.444819 -0.425067 -0.571360
O 7.691460 -0.612449 -0.535481
O 5.894035 0.743302 -0.499750
H 4.830042 2.173983 -2.365620
H 3.283568 1.402175 -2.472727
H 4.556441 0.506423 -2.991059
H 3.965018 1.319263 -0.125837
H 3.444344 -1.138754 -1.269995
H 3.797767 -0.900451 0.444836
C 3.588290 5.794088 -3.680220
O 3.300580 5.924603 -2.272778
C 2.530305 5.033457 -1.715215
O 2.083243 3.793226 -2.268366
O 2.158920 5.314847 -0.440761
C 1.227359 4.481679 0.226745
H 4.246695 6.621082 -3.922735
H 2.678357 5.719109 -4.330022
H 4.056964 4.830253 -3.808565
H 0.356343 4.381658 -0.456514
H 0.788392 4.916151 1.063861
H 1.630500 3.440964 0.443696
C -3.847356 -3.568875 1.626649
O -2.929525 -2.581927 1.229299
C -2.243519 -1.859835 2.100813
O -2.174068 -2.062496 3.442191
O -1.651104 -0.843303 1.488150
C -1.309704 0.275825 2.348928
H -3.434953 -4.163989 2.458344
H -4.138387 -4.253634 0.769519
H -4.710646 -3.099793 2.073128
H -1.859645 0.339793 3.239759
H -1.589445 1.265729 1.936827
H -0.254026 0.109622 2.599912
C -7.762530 -3.708261 0.019820
O -6.478132 -3.802542 -0.402550
C -6.059861 -2.841523 -1.202314
O -6.877427 -1.752140 -1.654835
O -4.714643 -2.900318 -1.551837
C -4.215336 -1.810486 -2.333666
H -8.004671 -4.506107 0.740150
H -8.468221 -3.900777 -0.883624
H -7.834228 -2.689808 0.567327
H -4.701710 -1.601090 -3.276960
H -3.172694 -2.049382 -2.533279
H -4.134335 -0.884771 -1.803350
C -0.438853 -1.254950 -1.554723
C 0.107900 -0.019157 -2.291022
C 0.055827 1.221071 -1.435807
C 0.880317 1.072019 -0.194280
N 1.534148 0.989917 0.753862
H -1.478627 -1.110319 -1.169261
H 0.210255 -1.547078 -0.766407
H -0.442655 -2.116746 -2.252122
H -0.571217 0.303255 -3.112070
H 1.150641 -0.144590 -2.640087
H -0.933538 1.485945 -1.102629
H 0.486297 2.011954 -1.902730

Atoms 1-6, force components in eV/Å:
C 1.012 -0.991 0.042
C 0.650 1.087 0.624
C -0.323 -0.914 0.138
O 0.229 0.311 -1.872
C 2.173 -0.802 3.888
O -1.548 0.346 -2.038



# 2
Below is a cluster of 5 separate species, C37H62BFN3O7 in total, with properties calculated with ωB97M-V/def2-TZVPD.

Results
E = -61538.358 eV
Spin multiplicity = 1
Charge = +1
HOMO = -10.727 eV

Geometry (Å):
C 7.472513 0.550457 2.059049
C 6.246205 0.556385 0.922027
C 6.408024 1.497806 -0.412452
C 5.202332 1.444856 -1.545010
C 3.832943 0.496697 -1.392102
C 3.668716 -0.439402 -0.056685
C 2.440462 -1.473029 0.273873
C 0.941371 -0.811904 0.237154
C 0.528875 0.565160 1.092111
C 1.649037 1.392785 2.010629
O 2.241283 2.433501 1.361832
O 1.966663 1.090687 3.415402
C -1.003887 1.180046 1.074689
C -1.485951 2.509555 1.934123
C -1.137540 2.623749 3.519615
C -1.749435 4.002707 4.127496
C -2.550498 5.011188 3.172074
N -2.850396 4.974396 1.713520
C -2.279172 3.696717 1.206151
C -2.099164 0.382998 0.130754
N -1.731364 -0.854442 -0.657668
F -2.710084 -1.454777 -1.424734
C -0.320189 -1.470517 -0.640040
B -0.150280 -2.837152 -1.586531
O 0.452533 -2.795950 -2.935895
N -0.644828 -4.192919 -1.067730
C -1.931484 -4.606715 -1.769094
C -1.048175 -4.045660 0.411388
C 4.899600 -0.367440 1.065667
H 7.728971 1.641382 2.399429
H 8.443382 0.075200 1.552579
H 7.146617 -0.139892 2.972893
H 7.391518 2.136452 -0.500422
H 5.384994 2.118180 -2.512982
H 3.005642 0.496890 -2.227823
H 2.587644 -2.412515 -0.415872
H 2.599219 -1.870126 1.388548
H 2.696193 1.764113 3.657844
H -0.544946 1.829761 4.141680
H -1.603450 4.256906 5.270374
H -2.995492 5.978213 3.717862
H -2.482422 3.519942 0.040651
H -3.223112 0.777191 0.057528
H 1.150455 -3.533598 -3.049809
H -2.894555 -4.111785 -1.316828
H -2.087311 -5.783127 -1.697596
H -1.889066 -4.298456 -2.921073
H -1.997435 -3.366468 0.531875
H -1.342937 -5.145801 0.764373
H -0.144101 -3.720895 1.083268
H 4.807581 -1.034821 2.032507
C -4.128240 11.383885 2.427706
C -3.455154 10.188997 3.081816
O -4.306584 9.053964 3.205694
C -4.816766 8.503989 1.993241
C -3.736873 8.018708 1.042469
H -5.040000 11.656642 2.970328
H -3.453004 12.245513 2.417981
H -4.415969 11.171694 1.394286
H -3.157118 10.470250 4.097901
H -2.535294 9.917309 2.554237
H -5.481152 9.224115 1.502523
H -5.443535 7.651834 2.277222
H -3.105176 8.839901 0.695045
H -4.185899 7.547013 0.163367
H -3.085913 7.291576 1.539247
C 9.647551 3.215397 8.057054
C 9.620414 4.018917 6.767760
O 9.642532 3.212142 5.594217
C 8.556062 2.304836 5.423396
C 7.200801 2.985063 5.344707
H 10.516644 2.548742 8.076768
H 9.696097 3.883178 8.923168
H 8.756247 2.591067 8.164570
H 10.515300 4.649982 6.731786
H 8.762357 4.698263 6.744853
H 8.571708 1.544696 6.212533
H 8.738055 1.774567 4.482467
H 6.950871 3.497552 6.276905
H 6.415413 2.249732 5.146227
H 7.192673 3.734294 4.546055
C -4.195681 -2.849604 -4.624949
C -3.919701 -4.180303 -5.304461
O -5.097346 -4.847744 -5.747464
C -5.895598 -4.161915 -6.709355
C -5.164334 -3.862737 -8.006035
H -4.889241 -2.981806 -3.787311
H -3.265765 -2.412926 -4.246782
H -4.649011 -2.129774 -5.312050
H -3.434359 -4.846082 -4.582285
H -3.216614 -4.060348 -6.134870
H -6.312901 -3.248442 -6.270927
H -6.747618 -4.814177 -6.929058
H -4.325444 -3.180312 -7.848987
H -5.842333 -3.398731 -8.728501
H -4.761328 -4.783336 -8.441167
C -4.893335 -7.490424 -4.805212
C -3.476492 -7.823770 -5.241213
O -2.617820 -8.178533 -4.161674
C -2.991211 -9.324303 -3.399709
C -3.059853 -10.602896 -4.215870
H -4.887192 -6.693440 -4.053600
H -5.490104 -7.161877 -5.662163
H -5.394158 -8.354180 -4.359262
H -3.039003 -6.936316 -5.711730
H -3.473284 -8.610265 -6.002603
H -3.935871 -9.137983 -2.876547
H -2.228327 -9.443973 -2.622959
H -3.836680 -10.551894 -4.982709
H -3.283276 -11.456923 -3.569602
H -2.107663 -10.785330 -4.725094

Atoms 1-6, force components in eV/Å:
C -0.655 -0.745 -0.902
C -2.357 0.144 -2.602
C -3.868 -3.074 0.775
C 0.323 -1.641 2.772
C 2.872 -0.191 3.104
C 3.706 2.824 -0.281